Record 1
13
Properties=species:S:1:pos:R:3 method="wB97M-V/def2-TZVPD" homo_lumo_gap_ev=8.663 energy_ev=-8257.907 homo_energy_ev=-7.597 smiles=c1[nH]cc2c1CN2 relative_energy_ev=4.452
C -1.71961 -0.76992 -0.05308
C -0.27600 0.70205 -0.03690
C 1.09884 1.09171 0.00237
C 1.00716 -1.05490 0.17254
C -0.16769 -0.62938 -0.15833
H -1.75999 -1.19375 1.06408
H -2.36002 -1.08656 -0.79414
H -2.24232 1.26635 0.65011
H 1.57537 2.08154 0.08429
H 2.85407 -0.16532 0.00403
H 1.33340 -2.11678 0.04322
N -1.77892 0.77202 -0.02312
N 1.91368 -0.03243 -0.06419

=====

Record 2
16
Properties=species:S:1:pos:R:3 method="wB97M-V/def2-TZVPD" homo_lumo_gap_ev=9.277 energy_ev=-12029.793 homo_energy_ev=-9.211 smiles="Fc1ncccn1.C=C" relative_energy_ev=2.919
C -2.12036 0.30130 0.32733
C -0.09025 1.51202 0.81113
C 1.61085 -0.34273 -1.35773
C 1.54679 -1.53794 -0.79506
C -1.47462 1.47348 0.54999
C -0.31977 -0.82544 0.78823
N -1.46300 -0.90523 0.27640
N 0.51045 0.27546 0.93772
F 0.20593 -1.86674 1.38052
H -3.19130 0.28626 0.18451
H 0.65814 2.24601 0.65612
H 2.47997 0.35713 -1.18061
H 0.79749 0.18569 -1.80336
H 2.39538 -1.69576 -0.26845
H 0.50857 -1.86835 -1.09100
H -2.05426 2.40484 0.58424

=====

Record 3
91
Properties=species:S:1:pos:R:3 method="wB97M-V/def2-TZVPD" homo_lumo_gap_ev="4.659 / 4.545" energy_ev=-72905.086 homo_energy_ev="-13.322 / -13.321" relative_energy_ev=0.890 total_charge=+2
Pb -0.01153 1.18851 1.71988
C -1.48285 0.85411 -3.93722
C -1.60716 -0.46280 -3.74070
C -0.95304 -1.49108 -4.62005
C 0.46247 -1.19080 -5.16262
C 1.40574 -0.30496 -4.40405
C 1.46831 1.03120 -4.49301
C 0.50257 1.90172 -5.21124
C -0.96515 1.44060 -5.21036
C 1.65887 0.34470 3.15154
H -1.85005 1.57622 -3.21447
H -2.30930 -0.86141 -2.99712
H -1.59625 -1.68394 -5.50059
H -0.93215 -2.45083 -4.08441
H 0.97031 -2.16945 -5.26066
H 0.34383 -0.79951 -6.18426
H 2.22081 -0.84984 -3.92204
H 2.38818 1.56287 -4.22761
H 0.82272 2.00718 -6.26541
H 0.56707 2.91344 -4.78940
H -1.58602 2.31543 -5.47066
H -1.08195 0.70416 -6.01331
H 1.67944 1.06295 3.98994
H 2.68281 0.20810 2.74947
H 1.28004 -0.62489 3.50483
P -1.35766 -0.90830 0.05084
P 2.16483 -0.09671 0.17733
C -0.09526 -1.18904 -1.17292
C 1.22708 -0.82635 -1.13862
C -2.29765 -2.45350 0.23643
C -2.62554 -3.31055 -0.83042
C -3.42395 -4.43502 -0.59470
C -3.83000 -4.76226 0.70324
C -3.42684 -3.95861 1.77762
C -2.67345 -2.81177 1.54836
C -2.58090 0.40525 -0.42210
C -2.10257 1.70711 -0.69231
C -2.98575 2.77955 -0.80979
C -4.36427 2.56399 -0.77436
C -4.84863 1.27009 -0.55433
C -3.97111 0.20032 -0.36891
C 3.63186 -1.17152 0.44080
C 3.38542 -2.47168 0.92526
C 4.44819 -3.32087 1.22598
C 5.76348 -2.91119 0.99582
C 6.00805 -1.63430 0.47955
C 4.95521 -0.76744 0.18802
C 2.75596 1.56321 -0.35010
C 3.06258 2.52885 0.62966
C 3.40545 3.82322 0.24655
C 3.47286 4.17305 -1.10535
C 3.12072 3.22697 -2.07592
C 2.75560 1.93258 -1.69560
H -0.41861 -1.82189 -2.00926
H 1.88717 -1.15914 -1.94986
H -2.25455 -3.10763 -1.83466
H -3.71845 -5.06999 -1.43206
H -4.44755 -5.64520 0.88235
H -3.69934 -4.23303 2.79713
H -2.36147 -2.18669 2.38443
H -1.03119 1.90789 -0.82446
H -2.60730 3.79559 -0.93430
H -5.05938 3.39471 -0.93897
H -5.92120 1.09508 -0.52742
H -4.35644 -0.80437 -0.18919
H 2.35881 -2.81717 1.06131
H 4.25944 -4.30829 1.63877
H 6.59653 -3.58316 1.21047
H 7.03041 -1.30988 0.30030
H 5.14467 0.21519 -0.24257
H 3.00568 2.26211 1.68835
H 3.61650 4.56846 1.01082
H 3.79313 5.17479 -1.40144
H 3.12375 3.50501 -3.12764
H 2.43969 1.19438 -2.42564
C 0.13268 0.28629 6.37534
Si -1.29943 0.77053 5.21784
C -2.82124 0.31054 6.22539
C -1.12290 2.66963 5.11775
C -1.27523 0.05643 3.46332
H 0.04162 0.85259 7.31909
H 1.12272 0.50503 5.95711
H 0.08609 -0.78312 6.63689
H -2.80305 0.82695 7.19542
H -3.75708 0.59424 5.72890
H -2.86978 -0.76696 6.44555
H -0.17796 2.95204 4.61721
H -1.97889 3.09457 4.56172
H -1.11559 3.10914 6.13551
H -0.93035 -0.99060 3.44512
H -2.26332 0.07917 2.97483

=====

Record 4
22
Properties=species:S:1:pos:R:3 method="wB97M-V/def2-TZVPD" homo_lumo_gap_ev=9.413 energy_ev=-40782.954 homo_energy_ev=-9.343 relative_energy_ev=0.000
C 1.66614 2.61355 -1.32511
C -0.25594 -1.85495 0.59135
C 0.27323 -1.46238 -0.66880
C -0.30099 -0.84892 1.59770
C 0.75710 -0.21740 -0.91862
C 0.04481 0.44879 1.27825
C 0.63835 0.82557 0.05116
N 1.44347 3.88498 -1.44281
N 0.53674 4.20080 -0.51872
N 0.20543 3.15231 0.16486
N 0.91132 2.14446 -0.28679
O -2.51528 1.30056 0.18796
O -1.52080 2.08325 -1.80254
S -2.52123 2.51624 -0.84779
Cl -4.42906 2.22231 -1.71790
H 2.42042 2.01930 -1.96181
H -0.55125 -2.87173 0.75446
H 0.39198 -2.11735 -1.56451
H -0.86670 -0.91482 2.55327
H 0.88149 0.00889 -1.92660
H -3.17235 1.40666 1.01789
H -0.13318 1.32235 1.93558

=====

Repeat the second record exactly.
16
Properties=species:S:1:pos:R:3 method="wB97M-V/def2-TZVPD" homo_lumo_gap_ev=9.277 energy_ev=-12029.793 homo_energy_ev=-9.211 smiles="Fc1ncccn1.C=C" relative_energy_ev=2.919
C -2.12036 0.30130 0.32733
C -0.09025 1.51202 0.81113
C 1.61085 -0.34273 -1.35773
C 1.54679 -1.53794 -0.79506
C -1.47462 1.47348 0.54999
C -0.31977 -0.82544 0.78823
N -1.46300 -0.90523 0.27640
N 0.51045 0.27546 0.93772
F 0.20593 -1.86674 1.38052
H -3.19130 0.28626 0.18451
H 0.65814 2.24601 0.65612
H 2.47997 0.35713 -1.18061
H 0.79749 0.18569 -1.80336
H 2.39538 -1.69576 -0.26845
H 0.50857 -1.86835 -1.09100
H -2.05426 2.40484 0.58424

=====

Please write out number 1 again, unchanged.
13
Properties=species:S:1:pos:R:3 method="wB97M-V/def2-TZVPD" homo_lumo_gap_ev=8.663 energy_ev=-8257.907 homo_energy_ev=-7.597 smiles=c1[nH]cc2c1CN2 relative_energy_ev=4.452
C -1.71961 -0.76992 -0.05308
C -0.27600 0.70205 -0.03690
C 1.09884 1.09171 0.00237
C 1.00716 -1.05490 0.17254
C -0.16769 -0.62938 -0.15833
H -1.75999 -1.19375 1.06408
H -2.36002 -1.08656 -0.79414
H -2.24232 1.26635 0.65011
H 1.57537 2.08154 0.08429
H 2.85407 -0.16532 0.00403
H 1.33340 -2.11678 0.04322
N -1.77892 0.77202 -0.02312
N 1.91368 -0.03243 -0.06419